Entry 1:
The following is a quantum chemistry calculation of a structure of composition C13H10N at a distorted geometry, from OMol25.

**Net charge**: +1
**Multiplicity**: 1
**Largest force on an atom**: 4.47 eV/A
**Energy above the lowest of the compared OMol25 structures with the same formula, charge and spin**: 591.1 kJ/mol
**E_tot**: -555.4845 Ha
**Kohn-Sham gap (alpha / beta)**: 6.87 / 6.86 eV

Element x y z (Å)
1 C -1.5038 0.3803 -1.0395
2 C -1.4374 -1.5183 0.6083
3 C -1.2620 -0.0933 0.4202
4 C -0.4315 -0.3132 -1.8839
5 C -0.7470 -2.0495 -0.3429
6 C 0.1541 -1.4422 -1.2090
7 C -0.3426 1.4419 -0.8954
8 C -0.0271 0.7792 0.5204
9 C -1.2367 1.0650 1.4419
10 C 1.4837 -1.3171 1.0537
11 C 0.3226 0.8288 -2.0557
12 C 1.3860 0.2458 0.8914
13 C 1.3170 -1.1653 -0.4515
14 N 1.9884 0.0136 -0.4576
15 H -2.5631 0.5930 -1.2883
16 H -2.3017 -1.7946 1.1614
17 H -0.4809 2.5232 -0.8667
18 H -1.7542 2.0085 1.3509
19 H -1.1838 0.5942 2.3168
20 H 2.5102 -1.6188 1.2844
21 H 0.8201 -1.7105 1.6973
22 H 1.2088 0.9239 -2.6647
23 H 1.8652 0.9009 1.5502
24 H 2.2156 0.7245 -1.1418



Entry 2:
The following is a quantum chemistry calculation of a structure of composition C13H10N2O2ScSe3Te, from OMol25.

**Net charge**: +1
**Multiplicity**: 1
**Largest force on an atom**: 0.43 eV/A
**E_tot**: -8994.3691 Ha
**Kohn-Sham gap**: 5.90 eV

Element x y z (Å)
1 Sc -2.3821 0.2618 -0.0952
2 O 4.7009 -0.4893 -4.2520
3 C 3.3744 -0.4196 -4.4330
4 O 2.8895 -0.4914 -5.5220
5 C 2.5192 -0.2833 -3.1982
6 C 2.9157 -0.7380 -1.9460
7 C 2.0605 -0.6393 -0.8626
8 C 0.8028 -0.0614 -1.0180
9 C 0.3940 0.3702 -2.2797
10 C 1.2485 0.2572 -3.3579
11 N -0.1221 0.0093 0.0598
12 C 0.2991 0.1497 1.2607
13 C -0.6324 0.0245 2.3828
14 C -0.1834 0.0206 3.6904
15 C -1.0961 -0.2023 4.7119
16 C -2.4225 -0.4197 4.3842
17 C -2.7980 -0.3795 3.0501
18 N -1.9328 -0.1544 2.0621
19 H 4.9642 -0.2807 -3.3496
20 H 3.8724 -1.2273 -1.8112
21 H 2.3582 -1.0709 0.0843
22 H -0.5765 0.8333 -2.4119
23 H 0.9425 0.5792 -4.3440
24 H 1.3462 0.3375 1.4877
25 H 0.8650 0.1786 3.9042
26 H -0.7719 -0.2138 5.7435
27 H -3.1657 -0.6127 5.1438
28 H -3.8301 -0.5335 2.7659
29 Se -4.4403 -1.1093 -0.6552
30 Se -4.9277 0.9006 0.4933
31 Te -4.3640 2.7096 -1.1414
32 Se -1.9074 2.6942 -0.5470



Entry 3:
The following is a quantum chemistry calculation of a structure of composition C13H10O7S2Ti at a distorted geometry, from OMol25.

**Net charge**: -2
**Multiplicity**: 3
**Largest force on an atom**: 1.45 eV/A
**Energy above the lowest of the compared OMol25 structures with the same formula, charge and spin**: 14.8 kJ/mol
**Expectation value of S²**: 2.007
**E_tot**: -2674.0920 Ha
**Kohn-Sham gap (alpha / beta)**: 5.21 / 6.72 eV

Element x y z (Å)
1 Ti 0.5131 -1.1551 1.5093
2 C 0.0660 -1.6175 3.8860
3 C 0.7655 -2.7083 3.3292
4 C 2.0517 -2.2600 2.9457
5 C 2.1464 -0.8817 3.2712
6 C 0.9205 -0.4879 3.8404
7 H -0.9555 -1.6270 4.2353
8 H 0.3666 -3.6907 3.1306
9 H 2.8022 -2.8585 2.4539
10 H 2.9931 -0.2384 3.0836
11 H 0.6573 0.5154 4.1399
12 O -1.5047 2.0355 -5.1752
13 C -1.4620 2.9911 -4.2085
14 O -1.6688 4.1386 -4.5258
15 C -1.1880 2.5277 -2.8289
16 C -1.0626 1.1815 -2.4724
17 C -0.7971 0.7988 -1.1741
18 C -0.6186 1.7609 -0.1634
19 S -0.2478 1.3196 1.4734
20 C -0.7674 3.1139 -0.5274
21 C -1.0452 3.4888 -1.8245
22 H -1.3008 1.1814 -4.7743
23 H -1.1808 0.3683 -3.1847
24 H -0.7332 -0.2594 -0.9401
25 H -0.6463 3.8681 0.2415
26 H -1.1471 4.5333 -2.0900
27 O 0.4187 -2.3196 -1.6699
28 S -0.2914 -3.0517 -0.6012
29 O -1.3320 -3.9288 -1.1168
30 O -0.9499 -1.9841 0.3016
31 O 0.6648 -3.7340 0.3046
32 O 2.6665 -0.3373 -0.7936
33 C 1.8668 -0.6830 -0.0753